Below is 6 unconnected molecules or ions with the total composition C37H85IO3S, with properties calculated with ωB97M-V/def2-TZVPD.

The geometry in XYZ format:
```
127
Properties=species:S:1:pos:R:3:mulliken_charge:R:1
C 1.764 1.012 0.018 -1.068
C 1.295 -0.519 0.491 1.450
C 0.479 -1.172 -0.803 -0.968
C 2.654 -1.433 0.832 -0.205
O 2.635 -2.544 -0.132 -0.228
S 4.182 -3.210 -0.391 0.566
O 4.589 -3.993 0.918 -0.556
O 5.398 -2.028 -0.562 -0.329
C 5.072 -1.032 -1.595 0.098
C 5.977 0.328 -1.284 -0.469
C 7.293 0.009 -0.313 -0.781
I 6.791 1.272 -3.104 0.019
H 1.717 1.746 0.951 0.240
H 1.037 1.404 -0.819 0.258
H 2.840 0.971 -0.476 0.226
H 0.597 -0.385 1.429 -0.608
H -0.444 -0.472 -1.022 0.169
H 1.130 -1.203 -1.790 -0.011
H 0.064 -2.218 -0.476 0.366
H 3.559 -0.699 0.727 0.139
H 2.510 -1.781 1.963 0.251
H 5.295 -1.514 -2.638 0.412
H 3.940 -0.662 -1.546 -0.048
H 5.342 1.174 -0.744 0.284
H 8.071 0.885 -0.530 0.397
H 7.823 -1.014 -0.617 0.264
H 7.024 0.053 0.836 0.077
C 0.759 -2.221 -4.309 -1.378
C -0.759 -2.157 -4.257 0.020
C -1.425 -3.534 -4.319 -0.373
C -1.175 -4.327 -5.606 -0.804
C -1.598 -3.628 -6.900 -0.444
C -3.091 -3.350 -6.973 -0.928
H 1.114 -2.652 -5.249 0.441
H 1.181 -1.214 -4.227 0.338
H 1.153 -2.820 -3.482 0.292
H -1.128 -1.516 -5.065 0.343
H -1.055 -1.670 -3.320 0.071
H -2.504 -3.407 -4.173 -0.010
H -1.077 -4.134 -3.469 0.390
H -1.708 -5.284 -5.530 0.391
H -0.111 -4.582 -5.676 0.311
H -1.322 -4.268 -7.746 0.381
H -1.042 -2.692 -7.030 0.237
H -3.665 -4.277 -6.886 0.301
H -3.340 -2.886 -7.933 0.415
H -3.414 -2.666 -6.182 0.059
C -1.867 1.769 0.657 -0.691
C -3.031 2.690 0.989 -0.430
C -2.781 4.147 0.594 -0.942
C -1.609 4.830 1.309 -0.640
C -1.692 4.845 2.837 0.183
C -2.890 5.617 3.366 -1.298
H -0.962 2.047 1.204 -0.041
H -2.114 0.737 0.929 0.402
H -1.646 1.792 -0.415 0.423
H -3.264 2.616 2.057 0.115
H -3.920 2.333 0.456 0.392
H -3.699 4.720 0.771 0.371
H -2.602 4.196 -0.487 0.354
H -1.540 5.864 0.947 0.402
H -0.670 4.346 1.013 0.253
H -0.779 5.310 3.228 0.371
H -1.708 3.823 3.231 -0.199
H -2.872 6.653 3.017 0.297
H -2.877 5.627 4.461 0.401
H -3.834 5.162 3.052 0.286
C -4.105 -2.391 6.223 -1.209
C -3.393 -1.070 6.468 -0.457
C -3.543 -0.078 5.312 -0.833
C -2.942 -0.531 3.976 -0.141
C -1.450 -0.873 4.010 -0.222
C -0.571 0.311 4.379 -0.991
H -3.694 -2.918 5.357 0.288
H -3.994 -3.045 7.093 0.382
H -5.175 -2.231 6.055 0.291
H -2.335 -1.257 6.679 0.231
H -3.810 -0.613 7.373 0.396
H -3.092 0.876 5.609 0.279
H -4.609 0.129 5.158 0.433
H -3.106 0.264 3.237 -0.216
H -3.494 -1.403 3.605 0.431
H -1.154 -1.230 3.017 0.193
H -1.263 -1.702 4.702 0.344
H -0.713 1.136 3.676 -0.008
H 0.484 0.018 4.350 0.356
H -0.785 0.674 5.388 0.433
C 9.366 4.305 4.861 -1.208
C 9.774 3.128 3.987 -0.475
C 8.655 2.643 3.063 -0.448
C 7.406 2.107 3.771 -0.634
C 7.648 0.946 4.739 -0.418
C 8.197 -0.298 4.058 -1.012
H 8.549 4.041 5.539 0.284
H 10.213 4.630 5.473 0.377
H 9.047 5.153 4.247 0.290
H 10.133 2.309 4.619 0.258
H 10.627 3.434 3.369 0.371
H 9.059 1.869 2.400 0.192
H 8.353 3.470 2.408 0.388
H 6.687 1.786 3.005 0.295
H 6.917 2.923 4.316 0.347
H 6.695 0.689 5.216 0.351
H 8.322 1.253 5.546 0.252
H 7.519 -0.647 3.275 0.173
H 8.313 -1.105 4.790 0.378
H 9.179 -0.114 3.611 0.258
C -8.683 0.725 -5.225 -1.220
C -7.254 0.245 -5.423 -0.369
C -7.165 -1.139 -6.071 -0.386
C -7.785 -2.284 -5.263 -0.713
C -7.220 -2.473 -3.853 -0.507
C -5.742 -2.829 -3.841 -1.004
H -9.239 0.072 -4.547 0.283
H -8.685 1.731 -4.791 0.378
H -9.216 0.768 -6.180 0.292
H -6.726 0.254 -4.463 0.243
H -6.731 0.964 -6.066 0.371
H -6.111 -1.365 -6.272 0.044
H -7.655 -1.103 -7.052 0.388
H -7.651 -3.216 -5.827 0.361
H -8.869 -2.132 -5.189 0.336
H -7.776 -3.280 -3.362 0.346
H -7.388 -1.574 -3.249 0.253
H -5.557 -3.747 -4.406 0.292
H -5.403 -2.989 -2.813 0.404
H -5.130 -2.029 -4.269 0.204
```

Calculated values
spin multiplicity: 1
lowest unoccupied orbital energy: 0.1 eV
charge: 0
HOMO-LUMO gap: 9.80 eV